{"formula": "C18H18N2O2", "method": "ωB97M-V/def2-TZVPD", "elements": ["N", "C", "C", "C", "C", "C", "C", "C", "O", "O", "C", "C", "C", "C", "C", "C", "C", "C", "C", "C", "C", "N", "H", "H", "H", "H", "H", "H", "H", "H", "H", "H", "H", "H", "H", "H", "H", "H", "H", "H"], "xyz": [[-1.95, 6.03, -5.42], [-2.14, 5.34, -4.48], [-2.79, 4.45, -3.54], [-4.16, 4.32, -3.45], [-4.83, 3.48, -2.55], [-3.94, 2.77, -1.67], [-2.50, 2.95, -1.73], [-1.53, 2.17, -0.91], [-2.00, 1.42, -0.06], [-0.13, 2.32, -1.05], [0.64, 1.15, -0.82], [1.36, 1.19, 0.49], [1.81, -0.14, 1.11], [0.62, -0.69, 1.94], [1.22, -1.81, 2.92], [1.75, -3.01, 2.27], [1.03, -3.71, 1.21], [1.43, -4.98, 0.86], [2.73, -5.40, 1.12], [3.57, -4.64, 2.00], [3.05, -3.58, 2.68], [-2.00, 3.77, -2.69], [-4.80, 4.96, -4.09], [-5.94, 3.39, -2.55], [-4.33, 2.05, -1.00], [1.36, 0.94, -1.69], [0.06, 0.27, -0.70], [2.15, 1.90, 0.40], [0.78, 1.70, 1.23], [2.10, -0.82, 0.23], [2.80, -0.04, 1.56], [0.11, 0.10, 2.62], [-0.01, -1.16, 1.22], [1.99, -1.41, 3.55], [0.32, -2.14, 3.59], [0.09, -3.39, 0.88], [0.77, -5.66, 0.24], [3.08, -6.28, 0.59], [4.61, -4.87, 2.28], [3.62, -2.94, 3.41]], "mulliken_charge": [-0.448, 0.034, 0.360, -0.071, -0.592, -0.065, 0.306, 0.180, -0.570, -0.316, -0.461, -0.785, -0.643, -0.495, -0.911, 0.787, -0.450, -0.501, -0.367, -0.428, -0.526, -0.292, 0.341, 0.397, 0.470, 0.277, 0.410, 0.414, 0.322, 0.267, 0.499, 0.374, 0.223, 0.422, 0.264, 0.386, 0.276, 0.358, 0.314, 0.239], "smiles": "N#Cc1cccc(C(=O)OCCCCCc2ccccc2)n1", "max_force_ha_per_bohr": 0.08374, "homo_ev": -8.57, "e_lumo_ha": -0.0238, "multiplicity": 1}

=====

{"formula": "C18H18N2O4S", "method": "ωB97M-V/def2-TZVPD", "elements": ["C", "S", "C", "C", "C", "C", "C", "C", "O", "C", "C", "C", "C", "C", "O", "N", "C", "C", "C", "C", "C", "C", "O", "N", "O", "H", "H", "H", "H", "H", "H", "H", "H", "H", "H", "H", "H", "H", "H", "H", "H", "H", "H"], "xyz": [[0.39, 2.14, 2.62], [0.18, 0.97, 4.00], [0.07, -0.57, 3.13], [-1.05, -1.37, 3.34], [-1.18, -2.58, 2.68], [-0.19, -2.99, 1.80], [0.93, -2.21, 1.60], [1.09, -1.01, 2.27], [2.18, -0.19, 2.17], [3.23, -0.54, 1.31], [2.86, -0.40, -0.13], [1.70, -0.02, -0.73], [2.00, -0.08, -2.12], [1.04, 0.17, -3.23], [0.97, -0.51, -4.23], [0.24, 1.23, -2.97], [-0.95, 1.49, -3.75], [-2.12, 0.61, -3.28], [-2.29, 0.69, -1.80], [-1.96, -0.19, -0.81], [-2.30, 0.43, 0.41], [-2.79, 1.65, 0.08], [-2.79, 1.82, -1.25], [3.24, -0.46, -2.29], [3.79, -0.65, -1.07], [-0.42, 1.99, 1.90], [0.31, 3.13, 3.06], [1.36, 2.01, 2.16], [-1.81, -1.02, 4.02], [-2.06, -3.19, 2.84], [-0.29, -3.92, 1.27], [1.69, -2.56, 0.91], [3.60, -1.56, 1.51], [4.05, 0.16, 1.55], [0.76, 0.22, -0.27], [0.30, 1.68, -2.07], [-0.72, 1.26, -4.79], [-1.20, 2.55, -3.66], [-3.04, 0.94, -3.78], [-1.92, -0.43, -3.55], [-1.55, -1.17, -0.94], [-2.18, 0.02, 1.40], [-3.17, 2.46, 0.68]], "mulliken_charge": [-0.316, -0.135, 0.261, -0.556, -0.538, -0.862, -0.349, 0.661, -0.420, -0.951, -0.520, 1.443, -0.057, 0.257, -0.623, -0.140, -0.905, -0.826, -0.182, -0.182, 0.095, -0.845, -0.363, -0.679, -0.195, -0.102, 0.415, 0.107, 0.442, 0.390, 0.420, 0.378, 0.416, 0.472, 0.457, 0.312, 0.386, 0.432, 0.403, 0.314, 0.584, 0.600, 0.498], "smiles": "CSc1ccccc1OCc1cc(C(=O)NCCc2ccco2)no1", "max_force_ha_per_bohr": 0.02864, "homo_ev": -8.56, "e_lumo_ha": 0.0194, "multiplicity": 1}

=====

{"formula": "C18H18N4O2S2", "method": "ωB97M-V/def2-TZVPD", "elements": ["O", "C", "N", "C", "C", "C", "N", "C", "C", "N", "C", "C", "C", "C", "C", "C", "C", "S", "N", "C", "O", "C", "C", "C", "C", "S", "H", "H", "H", "H", "H", "H", "H", "H", "H", "H", "H", "H", "H", "H", "H", "H", "H", "H"], "xyz": [[-1.06, -0.36, -2.17], [-0.23, -0.17, -1.29], [0.65, -1.14, -0.92], [0.77, -2.38, -1.65], [0.64, -3.62, -0.75], [-0.81, -3.90, -0.31], [-1.37, -2.77, 0.39], [-2.43, -2.01, -0.01], [-2.51, -0.98, 0.87], [-1.52, -1.09, 1.80], [-0.87, -2.18, 1.49], [-0.06, 1.10, -0.53], [-0.16, 2.35, -1.02], [-0.41, 2.83, -2.35], [-0.81, 2.21, -3.51], [-0.92, 3.10, -4.59], [-0.62, 4.39, -4.26], [-0.19, 4.54, -2.61], [0.30, 0.92, 0.82], [1.27, 1.62, 1.46], [2.01, 2.41, 0.91], [1.41, 1.33, 2.90], [2.30, 1.96, 3.73], [2.24, 1.49, 5.05], [1.30, 0.52, 5.22], [0.47, 0.15, 3.76], [1.38, -0.90, -0.26], [1.74, -2.42, -2.15], [-0.02, -2.37, -2.40], [0.99, -4.49, -1.30], [1.27, -3.50, 0.13], [-0.82, -4.78, 0.34], [-1.43, -4.10, -1.19], [-3.01, -2.25, -0.88], [-3.21, -0.16, 0.90], [-0.03, -2.56, 2.04], [0.04, 3.14, -0.31], [-1.03, 1.17, -3.57], [-1.21, 2.80, -5.58], [-0.63, 5.26, -4.89], [-0.28, 0.27, 1.37], [2.97, 2.72, 3.38], [2.86, 1.87, 5.85], [1.04, -0.01, 6.12]], "mulliken_charge": [-0.665, 0.551, -0.012, -0.777, -0.639, -0.692, 0.286, -0.039, -0.957, -0.513, -0.196, -0.046, -0.433, 0.055, -0.387, -0.587, -0.395, -0.163, 0.142, 0.577, -0.687, 0.032, -0.488, -0.568, -0.344, -0.043, 0.237, 0.374, 0.348, 0.420, 0.321, 0.294, 0.351, 0.436, 0.427, 0.410, 0.388, 0.621, 0.403, 0.439, 0.181, 0.492, 0.411, 0.434], "smiles": "O=C(NCCCn1ccnc1)/C(=C\\c1cccs1)NC(=O)c1cccs1", "max_force_ha_per_bohr": 0.01849, "homo_ev": -7.76, "e_lumo_ha": 0.0114, "multiplicity": 1}

=====

{"formula": "C18H18N4O3", "method": "ωB97M-V/def2-TZVPD", "elements": ["C", "O", "C", "C", "C", "C", "C", "N", "O", "C", "C", "N", "C", "C", "O", "N", "C", "C", "C", "C", "C", "C", "N", "C", "C", "H", "H", "H", "H", "H", "H", "H", "H", "H", "H", "H", "H", "H", "H", "H", "H", "H", "H"], "xyz": [[1.22, 5.98, -4.86], [0.35, 5.27, -4.01], [0.75, 4.07, -3.51], [1.97, 3.46, -3.79], [2.27, 2.23, -3.23], [1.36, 1.60, -2.39], [1.68, 0.32, -1.80], [2.81, -0.32, -1.98], [2.70, -1.47, -1.26], [1.49, -1.44, -0.68], [1.07, -2.56, 0.22], [1.22, -2.19, 1.61], [2.52, -1.64, 1.96], [0.19, -1.96, 2.50], [0.37, -1.28, 3.50], [-0.98, -2.62, 2.22], [-2.18, -2.58, 2.93], [-2.45, -1.63, 3.91], [-3.67, -1.65, 4.56], [-4.63, -2.59, 4.25], [-4.37, -3.53, 3.27], [-3.15, -3.53, 2.61], [0.82, -0.37, -0.98], [0.14, 2.21, -2.11], [-0.16, 3.43, -2.67], [1.44, 5.41, -5.77], [2.16, 6.23, -4.35], [0.69, 6.89, -5.12], [2.69, 3.93, -4.43], [3.22, 1.76, -3.43], [1.70, -3.43, -0.01], [0.03, -2.78, -0.02], [2.59, -1.61, 3.04], [3.30, -2.29, 1.55], [2.66, -0.63, 1.57], [-0.94, -3.35, 1.52], [-1.70, -0.90, 4.16], [-3.87, -0.91, 5.32], [-5.58, -2.60, 4.76], [-5.11, -4.27, 3.01], [-2.95, -4.27, 1.85], [-0.56, 1.71, -1.46], [-1.10, 3.92, -2.47]], "mulliken_charge": [-0.835, -0.454, 0.981, -0.313, -0.965, 0.022, 0.351, -0.487, -0.145, 0.656, -0.700, 0.042, -1.073, 0.594, -0.669, -0.023, 0.705, -0.439, -0.592, -0.482, -0.557, -0.452, -0.502, -0.430, -0.540, 0.337, 0.339, 0.239, 0.396, 0.459, 0.199, 0.353, 0.393, 0.331, 0.316, 0.230, 0.413, 0.360, 0.374, 0.358, 0.288, 0.492, 0.429], "smiles": "COc1ccc(-c2noc(CN(C)C(=O)Nc3ccccc3)n2)cc1", "max_force_ha_per_bohr": 0.02324, "homo_ev": -8.38, "e_lumo_ha": 0.0197, "multiplicity": 1}

=====

{"formula": "C18H18N4Pd", "method": "ωB97M-V/def2-TZVPD", "elements": ["Pd", "C", "N", "C", "C", "C", "C", "C", "C", "N", "C", "C", "C", "C", "C", "C", "N", "C", "C", "C", "C", "C", "N", "H", "H", "H", "H", "H", "H", "H", "H", "H", "H", "H", "H", "H", "H", "H", "H", "H", "H"], "xyz": [[-0.10, -0.92, -1.13], [0.23, 1.35, 0.86], [0.35, 1.15, -0.61], [1.73, 1.32, -1.11], [2.60, 0.12, -0.81], [3.93, 0.25, -0.48], [4.70, -0.89, -0.33], [4.12, -2.13, -0.51], [2.77, -2.19, -0.81], [2.03, -1.09, -0.96], [-0.67, 1.91, -1.38], [-2.03, 1.25, -1.33], [-3.19, 1.99, -1.28], [-4.41, 1.33, -1.35], [-4.43, -0.05, -1.46], [-3.23, -0.73, -1.48], [-2.05, -0.09, -1.42], [-0.15, 0.12, 1.65], [-0.29, 0.19, 3.02], [-0.64, -0.95, 3.72], [-0.85, -2.14, 3.04], [-0.70, -2.14, 1.67], [-0.36, -1.03, 1.00], [1.18, 1.73, 1.24], [-0.51, 2.13, 1.05], [1.68, 1.45, -2.20], [2.19, 2.23, -0.71], [4.36, 1.24, -0.35], [5.75, -0.81, -0.08], [4.69, -3.04, -0.40], [2.27, -3.14, -0.95], [-0.74, 2.94, -1.04], [-0.34, 1.94, -2.42], [-3.15, 3.07, -1.20], [-5.34, 1.89, -1.33], [-5.36, -0.60, -1.52], [-3.20, -1.81, -1.55], [-0.11, 1.13, 3.54], [-0.75, -0.91, 4.80], [-1.13, -3.05, 3.55], [-0.86, -3.03, 1.08]], "lowdin_spin": [1.380, 0.011, 0.195, 0.012, 0.010, 0.002, 0.001, 0.002, 0.011, 0.060, 0.012, 0.010, 0.002, 0.001, 0.002, 0.011, 0.060, 0.012, 0.006, -0.006, 0.007, 0.015, 0.155, 0.001, 0.001, 0.001, 0.005, 0.000, 0.000, 0.000, 0.003, 0.005, 0.001, 0.000, 0.000, 0.000, 0.003, 0.001, 0.000, 0.001, 0.004], "max_force_ha_per_bohr": 0.00435, "s_squared": 2.006, "homo_ev": [-15.60, -16.15], "charge": 2, "e_lumo_ha": [-0.2180, -0.3024], "multiplicity": 3}

=====

Question: Which formula does entry 4 have?
Answer: C18H18N4O3

=====

Question: Which value of multiplicity does entry 4 give?
Answer: 1

=====

Question: Number 5 is which compound?
Answer: C18H18N4Pd